Entry 1:
Density functional theory data (ωB97M-V/def2-TZVPD) for C25H33N5O4SbSiTl as an isolated structure.

Each line ends with the Löwdin charge.
Positions of all 70 atoms, in Å:
C: -3.939376 -1.265537 1.192381  -0.181
H: -1.318676 4.370463 -3.164319  0.005
O: -1.656876 -1.487237 1.983581  -0.159
C: 0.399524 1.913663 3.852581  -0.028
H: -0.150276 2.747663 4.264181  0.101
H: -1.785676 -5.730237 0.973081  0.105
H: -0.072076 -6.220537 2.718381  0.096
H: 0.244324 4.991463 0.833281  0.002
H: -1.230776 5.260363 -0.071119  0.007
Sb: 2.690024 -1.934737 1.939181  1.470
Si: 0.317124 3.735963 -1.360719  0.181
H: 2.998424 -0.156837 4.474881  0.069
H: 0.098124 5.390463 -3.325119  -0.002
C: 1.548824 0.162663 -2.919619  -0.062
H: 0.142024 3.723963 -3.876619  0.000
C: 1.498724 1.401663 4.512881  -0.095
H: -4.497476 -0.478037 1.732281  0.110
C: 2.244424 3.759463 -1.396719  -0.182
C: -3.393776 -0.123437 -2.313119  -0.239
C: -2.858976 -1.771137 2.198381  -0.715
H: -4.153476 0.075063 -3.090319  0.095
H: -0.861776 2.195463 0.897681  0.030
H: 2.622224 3.571263 -0.394419  0.009
N: -2.279976 -0.928437 -2.818919  -0.046
C: -0.800976 -3.929437 0.330481  -0.330
H: 4.255724 0.208463 -3.387419  0.100
H: 6.030824 -0.490737 -1.786119  0.094
C: -0.940176 -5.071237 1.121381  -0.023
O: -3.292676 -2.407137 3.173881  -0.081
C: 2.153924 0.306463 3.971281  -0.152
H: 0.854424 -0.644837 -3.140319  0.068
H: 2.693324 4.685863 -1.748419  0.001
H: -2.988176 0.821063 -1.946519  0.088
C: 0.006124 1.351463 2.634781  -0.310
N: -3.402676 -0.708337 -0.021819  -0.073
H: -2.643376 -1.820837 -3.137819  0.064
C: -4.074676 -0.861637 -1.132319  -0.641
H: -1.866876 1.020563 1.733581  0.055
O: -0.237976 2.339163 -1.001019  -0.478
C: 1.065924 -3.299837 1.474881  -0.453
C: -0.150276 5.179963 -0.162819  -0.194
H: 1.842024 1.846263 5.441381  0.093
H: 2.615124 2.953063 -2.025319  -0.006
C: 2.651924 -0.307537 -2.039119  -0.329
H: -2.587376 -4.342137 -0.760519  0.084
H: 0.982624 0.926963 -2.378819  0.034
H: 5.334924 -1.348137 0.456881  0.069
C: 4.980524 -0.565237 -1.524619  -0.094
N: 0.219124 -3.091437 0.498381  0.044
N: 0.688824 0.338763 2.109681  0.054
H: 0.223224 6.150763 -0.483419  -0.001
C: 3.247324 -1.170237 -0.007319  -0.458
C: 4.602224 -1.050937 -0.285319  -0.156
H: -2.239776 -2.630037 -0.490619  0.025
N: 2.314624 -0.830637 -0.863919  0.066
H: 1.938024 0.576063 -3.849119  0.074
C: 1.016124 -4.415237 2.298081  -0.157
C: -0.233776 4.380063 -3.094419  -0.195
O: -5.128676 -1.495437 -1.356319  -0.092
H: -1.314076 -3.508137 -1.700719  0.079
C: 3.989724 -0.181737 -2.413919  -0.042
C: 1.696224 -0.183337 2.754481  -0.447
H: 1.757924 -4.547437 3.077181  0.064
C: -1.792376 -3.601337 -0.726619  -0.041
Tl: -0.738976 -0.420437 -0.288919  0.921
H: -4.645176 -2.090837 1.001581  0.103
H: -1.663776 2.652263 2.437481  0.081
H: -1.848776 -0.446837 -3.601719  0.056
C: -0.004376 -5.328837 2.105181  -0.081
C: -1.170376 1.849363 1.892981  -0.059

Cartesian forces (eV/Å) of the 3 atoms listed first:
C 0.1 -0.2 0.1
H -0.2 0.0 0.0
O 0.6 0.2 -0.3

Net charge = -2
LUMO energy = 4.33 eV
Gap between HOMO and LUMO = 0.20852 Ha
E_tot = -61212.251 eV

Entry 2:
Density functional theory data (ωB97M-V/def2-TZVPD) for C25H33NO6OsSb2 as an isolated structure.

Each line ends with the Mulliken spin population.
Positions of all 68 atoms, in Å:
H: -2.091627 2.627856 3.524402  -0.002
H: -3.633363 -3.292502 -0.663510  0.000
H: -1.471295 0.746006 4.059740  0.006
C: -1.319191 3.373093 3.335783  -0.005
C: -3.807168 -0.913013 -3.065880  -0.001
C: 1.670021 4.234968 5.474181  -0.016
H: -1.775501 4.345995 3.531033  -0.001
H: 3.421333 0.899006 -3.707480  0.000
N: -2.933916 -0.074146 -1.051748  0.016
C: 1.307720 0.527779 -4.257216  0.004
H: -0.488110 -2.587601 3.218560  -0.001
H: -4.096581 -0.739904 -4.091695  0.000
H: -4.320035 -2.999248 -3.042238  0.000
C: -2.953212 4.010439 0.663512  -0.007
C: 0.116741 5.128578 0.931628  -0.006
C: 0.615591 4.309156 4.580544  0.013
H: 1.667139 -0.334843 -4.814988  -0.001
C: -3.296820 0.127479 -2.327463  0.003
H: -3.701869 3.346046 1.090500  0.000
H: 3.348628 -0.487405 2.882703  0.001
C: 0.552006 -2.311087 3.064165  -0.025
C: 2.661435 0.204264 3.363862  0.004
H: 2.775776 2.943304 6.789102  0.000
O: -0.430832 -0.972979 -0.509733  0.024
H: 0.270620 5.277881 -0.135680  -0.001
H: -3.149121 1.134332 -2.687597  -0.004
C: 1.274447 -0.916934 -2.196564  0.008
H: 1.087039 5.025516 1.414865  0.000
O: 1.588610 1.255734 0.483876  0.011
C: 0.223578 1.936784 4.768536  0.027
O: -2.439228 0.993477 -0.371055  0.012
C: 0.492337 0.118015 -3.038051  -0.011
H: -3.041311 3.985383 -0.420779  -0.001
C: 1.979509 0.107246 0.027124  -0.005
C: -3.559728 -2.333800 -1.153916  -0.001
H: -0.546465 -0.146632 -3.222338  0.003
O: 2.044303 -0.887682 0.761236  -0.044
H: 2.687014 0.064852 4.441247  -0.003
Sb: -1.010522 3.357171 1.213201  -0.017
H: 2.484424 2.362570 -3.988040  0.000
C: 0.290169 -1.689803 -1.327198  -0.003
C: -0.439534 0.660674 4.384604  -0.138
C: 1.257964 1.890917 5.707579  -0.007
H: 0.335265 5.272029 4.167535  0.000
H: -3.121155 5.025862 1.019076  0.000
C: -0.128710 3.184482 4.225826  -0.019
C: 2.000090 1.366179 -2.126192  -0.003
H: 1.793733 -1.631150 -2.829754  0.001
H: 2.934051 1.230038 3.126518  -0.002
C: -3.057203 -1.260409 -0.448515  0.011
H: -0.413184 5.982333 1.349569  -0.001
C: 1.981115 3.015914 6.058790  0.008
H: 0.959470 -2.873544 2.226381  0.001
H: 0.711069 1.145170 -4.926405  0.000
H: 1.492014 0.943134 6.178775  0.000
C: -3.932981 -2.164616 -2.474692  0.002
C: 2.437051 1.350959 -3.591123  0.001
H: 1.128323 -2.517417 3.965194  -0.007
H: -2.731127 -1.298733 0.576684  0.000
Os: -0.472967 1.030551 0.103522  1.322
H: 3.308299 -0.330165 -1.569875  0.000
H: 2.290571 2.236807 -1.550086  0.007
H: -0.348825 -0.097458 5.161745  -0.007
C: 2.282145 0.018687 -1.451777  0.006
O: 0.129529 -2.882147 -1.476971  -0.002
O: 0.547283 1.310860 -2.215819  0.013
Sb: 0.732480 -0.247688 2.630210  -0.162
H: 2.222188 5.127378 5.736572  -0.001

Cartesian forces (eV/Å) of the 3 atoms listed first:
H 0.0 0.0 0.0
H 0.0 0.0 0.0
H 0.0 0.0 0.0

Net charge = +1
LUMO energy (alpha / beta) = -4.13 / -3.14 eV
Spin multiplicity = 2
⟨S²⟩ = 1.004
Gap between HOMO and LUMO (alpha / beta) = 0.23267 / 0.26258 Ha
E_tot = -55769.568 eV

Entry 3:
Density functional theory data (ωB97M-V/def2-TZVPD) for C25H34AsN5OS5Si2Tc as an isolated structure.

Each line ends with the Löwdin charge.
Positions of all 74 atoms, in Å:
N: 0.311876 3.998038 -0.960890  0.168
S: 1.964890 -1.357840 -0.267444  0.157
C: -0.038690 2.734145 -0.771746  -0.320
H: 2.119532 0.821180 1.900020  0.066
C: -2.491217 3.336276 -0.734688  0.030
As: 5.998119 -2.448057 -0.652598  0.421
H: 0.151595 -5.201078 -1.070028  0.049
C: 1.448275 0.779329 3.941640  0.036
N: 1.151939 1.461367 6.874079  0.205
C: 0.053760 -3.209113 -4.950490  -0.151
H: 0.046438 -4.537120 2.390009  0.060
H: 0.997193 6.548733 -1.028413  0.128
H: -3.262890 -3.592004 0.373739  0.035
S: 4.357136 -3.201116 0.786302  -0.027
C: -0.839250 -0.220228 2.852713  -0.100
S: 2.498000 1.874505 -0.955169  0.943
C: -2.427058 -4.258486 0.151812  -0.168
C: -1.472717 2.419961 -0.543514  -0.180
H: 1.477164 2.261540 6.362306  0.112
C: 0.396748 0.445352 4.782680  -0.078
H: -1.197365 -0.601387 -2.930258  0.017
H: 0.705349 -3.640425 -1.686687  0.002
H: 0.069933 -3.264677 -6.047360  0.074
N: -1.691897 1.162953 -0.113857  0.010
H: 2.385446 1.161732 4.323463  0.136
C: 0.480641 0.447352 6.297564  -0.496
H: -2.687143 -0.408421 -3.878823  0.054
C: 0.514235 -4.212740 -0.774994  -0.196
H: -2.563328 -4.652193 -0.858216  0.026
O: -0.040522 -0.473950 6.881390  0.114
H: -0.412130 4.698024 -0.931751  0.144
H: -2.807297 -4.548066 -3.918106  0.060
H: -1.720644 -0.630275 2.383850  0.104
H: -2.301616 4.316752 -1.148129  0.127
H: -0.953227 -3.171381 2.855608  0.042
H: 4.854008 3.451081 -0.970280  0.119
C: -1.659619 -0.768901 -3.915828  -0.153
H: -1.600292 -0.339291 4.846932  0.143
C: -3.792739 2.978420 -0.412171  0.009
C: 1.316458 0.567460 2.582628  -0.158
C: 1.646331 4.504697 -0.995608  -0.220
H: -1.086067 -0.161564 -4.623252  0.062
H: -3.893603 -3.125593 -3.955857  0.056
C: -0.191031 -3.497324 2.146542  -0.163
H: 0.715537 -2.909617 2.305671  0.008
S: 5.513303 -0.548066 -1.070314  -0.046
C: 4.007631 4.127246 -0.983593  -0.071
H: 0.889098 -2.582840 -4.637669  0.054
H: -2.040186 -1.378812 -0.426724  -0.006
N: 0.198889 0.057842 2.039865  -0.090
H: 3.301497 7.440310 -1.062990  0.126
C: -4.019109 1.710140 0.085497  0.003
H: -5.006701 1.384520 0.380410  0.132
C: -2.949124 0.837859 0.199492  -0.111
C: 2.715687 3.629118 -0.975241  -0.447
H: 5.226236 5.885530 -1.043026  0.126
H: -2.515058 -5.108722 0.832610  0.053
H: -4.603547 3.682932 -0.538980  0.137
Tc: 0.165281 -0.204093 -0.025204  1.020
S: 3.266054 -1.575931 1.324480  -0.007
C: 1.843922 5.872284 -1.019352  0.007
H: 0.186823 -4.230866 -4.588381  0.061
H: -3.120559 -0.163144 0.568345  0.099
N: 0.781622 1.715077 -0.715370  -0.394
C: -3.028842 -3.599991 -4.416817  -0.147
H: -3.286855 -3.858967 -5.451989  0.074
C: -0.772152 -0.050447 4.214265  0.047
C: -1.014296 -1.594573 -0.112822  -0.360
Si: -0.756409 -3.450405 0.375849  0.432
C: 4.216184 5.500843 -1.023755  -0.034
H: 1.478334 -4.357941 -0.286105  0.016
C: 3.139598 6.372130 -1.037962  -0.033
Si: -1.554521 -2.530101 -4.428509  0.916
H: 1.206951 1.481045 7.881175  0.136

Cartesian forces (eV/Å) of the 3 atoms listed first:
N 0.0 0.0 0.0
S 0.3 -0.2 0.0
C 0.0 0.1 0.0

Net charge = +3
LUMO energy = -9.28 eV
Gap between HOMO and LUMO = 0.21518 Ha
E_tot = -168920.519 eV

Entry 4:
Density functional theory data (ωB97M-V/def2-TZVPD) for C25H34BBr2F4N6O2PbS2 as an isolated structure.

Each line ends with the Löwdin charge.
Positions of all 77 atoms, in Å:
C: 1.849043 -4.504190 -0.395910  -0.166
C: -3.027704 1.677648 5.735701  -0.026
N: -1.357156 1.631100 3.994652  0.094
H: -3.989558 -0.691464 -1.691463  0.110
H: 1.864112 3.201565 -4.640136  0.099
C: 3.172638 2.934948 -1.740085  -0.286
H: 1.920278 -6.158003 0.988655  0.089
S: 1.857535 1.972869 -2.584006  0.861
C: -2.116730 1.483594 -2.647076  -0.174
C: -0.333126 -2.431660 2.611612  -0.010
F: 2.921947 -1.230085 1.046501  0.127
H: 3.566682 -4.805580 -3.353436  0.108
N: 0.556610 -2.617881 0.355660  0.060
H: 1.198731 -0.330657 5.953983  0.119
H: -1.725840 2.267829 0.566425  0.034
H: -3.174829 1.235139 -2.746970  0.112
C: -0.775007 0.561988 6.026226  -0.001
B: 3.215647 0.107002 0.765674  -1.280
C: 3.353920 4.228388 -2.517761  -0.227
N: -2.509882 -1.168719 -0.279786  -0.145
C: 2.661165 -5.063202 -1.430689  -0.574
C: 0.439346 0.247067 5.437735  -0.112
H: -0.932697 2.851003 -1.476336  0.101
C: -1.675308 1.273937 5.234947  -0.326
H: -2.713643 -0.882307 -3.682027  0.131
H: -4.024673 1.198102 -0.741164  0.109
H: 0.606107 -4.981619 2.715263  0.129
S: 0.293973 1.979578 1.997030  0.873
H: -2.405235 -2.082293 0.146567  0.107
H: -3.776245 0.937583 5.445501  0.086
H: 0.312570 3.425444 -3.796233  0.067
Br: 3.395390 -6.781143 -1.227634  0.885
C: -1.938777 2.425234 -1.452449  -0.194
C: -3.104410 -1.324819 -1.622977  -0.167
H: -2.786671 -0.306322 1.601042  0.108
H: -0.520188 0.231588 -3.054146  0.091
N: -1.357407 0.236598 -2.477688  -0.142
C: 1.963606 4.637785 -2.995899  -0.243
C: 0.378090 -3.192896 1.532667  -0.292
C: 2.359383 -3.132840 -2.810061  -0.550
H: -0.302693 -1.362385 2.406811  0.037
H: -3.444807 -2.349285 -1.782051  0.130
O: 0.823119 -1.487924 -2.142219  -0.127
O: 2.472823 0.971439 -3.477148  -0.551
H: -1.014942 0.273216 7.038428  0.113
H: 4.000897 4.056055 -3.380153  0.121
H: 2.819789 3.106506 -0.722444  0.094
C: 1.396272 3.404353 -3.677046  -0.296
H: 1.340862 4.916449 -2.140358  0.111
Br: 2.686084 -2.189576 -4.382647  0.936
H: -3.029046 1.760036 6.820613  0.083
H: -1.373147 -2.757512 2.693503  0.095
C: -3.290306 -0.303954 0.629945  -0.193
F: 2.378003 0.458571 -0.398303  -0.125
C: 1.455526 -2.528971 -1.868406  -0.354
Pb: -0.137236 -0.176461 -0.256761  1.478
H: -3.312748 2.628486 5.291360  0.082
F: 4.526048 0.323121 0.430853  0.170
C: -2.130134 -0.978509 -2.759174  -0.187
F: 2.778714 0.943987 1.799231  0.058
H: 0.156518 -2.613762 3.566415  0.096
N: -2.060207 1.690229 -0.191944  -0.171
C: 1.282232 -3.233663 -0.593178  -0.130
H: -4.308734 -0.685700 0.763453  0.128
C: 1.559143 -5.153848 0.817896  0.007
C: -0.137629 1.346668 3.546122  -0.797
H: -1.833027 2.009074 -3.561086  0.125
H: 2.009104 5.491066 -3.673566  0.117
N: 0.757233 0.636970 4.214834  0.077
C: -3.380021 1.147002 0.136019  -0.181
H: -1.418020 -1.791126 -2.894856  0.110
C: 2.928385 -4.374234 -2.596222  -0.147
C: 0.828912 -4.501096 1.772562  0.022
H: -3.864823 1.728960 0.923154  0.132
H: 3.810775 5.001356 -1.899296  0.118
H: -2.662245 3.244308 -1.539682  0.130
H: 4.047643 2.289845 -1.706566  0.105

Cartesian forces (eV/Å) of the 3 atoms listed first:
C -0.2 0.2 0.1
C 0.0 0.0 -0.1
N -0.1 0.5 -0.8

Net charge = +1
LUMO energy (alpha / beta) = -5.15 / -4.63 eV
Gap between HOMO and LUMO (alpha / beta) = 0.20432 / 0.22261 Ha
E_tot = -218062.054 eV